Entry from OMol25: a molecular structure, C25H18F10N14OTi (ωB97M-V with the def2-TZVPD basis set).

```
69
Properties=species:S:1:pos:R:3:lowdin_charge:R:1
Ti -0.51391 0.01225 -0.00036 1.12
C -2.99501 1.25082 1.11600 -0.03
N -1.55880 1.33545 1.49043 -0.29
C -1.08291 2.71306 1.35844 -0.16
C -0.96271 3.01823 -0.12793 -0.18
N -0.84944 1.74174 -0.83143 -0.13
C -0.74607 1.88192 -2.23609 -0.18
C 0.35254 2.47402 -2.86160 -0.16
F 1.33180 3.01353 -2.11994 0.09
C 0.48178 2.52861 -4.23485 -0.14
F 1.55035 3.09308 -4.78664 0.14
C -0.51501 1.98640 -5.03592 -0.13
F -0.40710 2.02238 -6.35930 0.14
C -1.63224 1.42808 -4.44708 -0.14
F -2.60449 0.93228 -5.20963 0.13
C -1.75028 1.39376 -3.06358 -0.16
F -2.86527 0.88029 -2.54174 0.11
C -1.33435 0.78820 2.83320 -0.16
C -1.67926 -0.67649 2.74402 -0.19
N -1.11983 -1.15371 1.47697 -0.12
C -1.15951 -2.55224 1.34893 -0.18
C -2.19432 -3.38530 1.78130 -0.15
F -3.29879 -2.88858 2.35149 0.10
C -2.16483 -4.75896 1.59465 -0.13
F -3.18833 -5.49601 2.01899 0.13
C -1.09947 -5.36071 0.95187 -0.13
F -1.07436 -6.67734 0.76704 0.14
C -0.05791 -4.56871 0.50147 -0.14
F 0.98703 -5.11617 -0.11484 0.13
C -0.10395 -3.20445 0.70969 -0.15
F 0.93381 -2.46931 0.26639 0.08
H -3.61148 1.60125 1.94954 0.11
H -3.26484 0.22736 0.85539 0.07
H -3.17109 1.87391 0.24475 0.09
H -0.11616 2.77806 1.85469 0.11
H -1.77489 3.40697 1.84786 0.14
H -0.07973 3.63908 -0.30834 0.11
H -1.82958 3.57085 -0.50545 0.13
H -1.93734 1.32239 3.57555 0.14
H -0.27961 0.92752 3.06927 0.11
H -2.76015 -0.81205 2.77188 0.11
H -1.25842 -1.23092 3.58922 0.14
N -0.25605 -1.79268 -3.09186 0.18
C 0.82263 -1.04517 -2.71099 -0.45
N 1.89996 -0.89372 -3.45702 0.06
N 2.69632 -0.09949 -2.72349 -0.04
N 2.14520 0.21289 -1.61485 -0.04
N 0.91332 -0.37763 -1.55324 -0.06
C -1.39295 -1.90338 -2.35404 -0.45
N -2.43473 -2.63327 -2.67873 0.07
N -3.31800 -2.41049 -1.67900 -0.03
N -2.84896 -1.61317 -0.81170 -0.04
N -1.57882 -1.24783 -1.19363 -0.08
H -0.19399 -2.28943 -3.96545 0.16
N 6.08011 1.76165 2.17900 0.18
C 5.13016 1.15053 2.92981 -0.50
O 5.30005 0.80689 4.07983 0.08
C 3.79764 0.94972 2.25216 -0.11
C 3.03710 -0.14949 2.62454 0.04
C 1.81988 -0.34608 2.00898 -0.09
N 1.33955 0.49009 1.07289 -0.02
C 2.06870 1.55813 0.73044 -0.11
C 3.29958 1.82512 1.30472 0.02
H 7.00094 1.83784 2.57831 0.12
H 5.99046 1.82372 1.17998 0.11
H 3.40557 -0.82495 3.38235 0.13
H 1.18775 -1.18544 2.25109 0.11
H 1.65032 2.19455 -0.02975 0.09
H 3.84240 2.71056 1.00529 0.12
```

## Properties
**Frontier orbital gap**: 0.271 Ha